{
  "formula": "C35H34Br3N5O13",
  "method": "ωB97M-V/def2-TZVPD",
  "symbols": ["C", "C", "C", "C", "C", "C", "N", "O", "O", "H", "H", "H", "H", "H", "C", "C", "C", "C", "C", "C", "N", "O", "O", "H", "H", "H", "H", "H", "C", "C", "C", "C", "C", "C", "N", "O", "O", "H", "H", "H", "H", "H", "C", "C", "C", "C", "C", "C", "N", "O", "O", "H", "H", "H", "H", "H", "C", "C", "C", "C", "C", "C", "N", "O", "O", "H", "H", "H", "H", "H", "C", "C", "O", "C", "O", "O", "C", "H", "H", "H", "H", "H", "H", "H", "H", "C", "Br", "Br", "Br", "H"],
  "positions_angstrom": [[-1.968581, -6.953135, -0.706701], [-1.543954, -7.898493, 0.153726], [-0.511164, -7.597737, 1.040487], [0.049230, -6.343842, 1.073065], [-0.315028, -5.462442, 0.072534], [-1.364984, -5.722369, -0.791431], [1.133548, -6.137173, 2.057629], [1.482150, -7.020155, 2.858204], [1.816008, -5.093203, 1.922237], [-2.734811, -7.267095, -1.400035], [-2.039424, -8.857890, 0.175402], [-0.243484, -8.382312, 1.732718], [0.190078, -4.508897, 0.117377], [-1.762172, -4.960145, -1.445373], [-6.998406, -6.077959, 0.673275], [-5.734259, -6.272375, 1.031295], [-4.926669, -5.113710, 1.359656], [-5.403885, -3.829050, 1.297590], [-6.711577, -3.633241, 0.817087], [-7.544425, -4.768222, 0.534182], [-4.499509, -2.639427, 1.568577], [-3.400321, -2.864841, 2.025874], [-4.989316, -1.481510, 1.424866], [-7.677131, -6.859103, 0.364162], [-5.498102, -7.315900, 1.178592], [-3.963416, -5.291883, 1.814398], [-7.055448, -2.615958, 0.701774], [-8.568075, -4.620652, 0.223139], [-4.363642, 0.884392, -1.931509], [-4.355667, -0.511592, -1.964628], [-3.188363, -1.250223, -1.907843], [-1.958122, -0.582756, -1.854201], [-1.930170, 0.740082, -1.825985], [-3.114155, 1.533631, -1.764292], [-0.717686, -1.490771, -1.794675], [-0.842469, -2.710326, -1.734240], [0.340434, -0.893914, -1.599295], [-5.300918, 1.388676, -2.114858], [-5.177157, -1.000639, -2.467004], [-3.190448, -2.329464, -1.948055], [-0.921383, 1.125420, -1.809550], [-3.134607, 2.611474, -1.699077], [4.379470, 6.232392, 1.331857], [4.482146, 6.369711, -0.060545], [5.480499, 5.639526, -0.694990], [6.226892, 4.686901, -0.020541], [6.165413, 4.605807, 1.366971], [5.221309, 5.363913, 2.075885], [7.049539, 3.753724, -0.742000], [7.722644, 2.971925, -0.182377], [7.142667, 3.964779, -1.943984], [3.639983, 6.846511, 1.824223], [3.817234, 6.932375, -0.699053], [5.523910, 5.755863, -1.767827], [6.715036, 3.817447, 1.859738], [5.009517, 5.118423, 3.106074], [0.556194, 4.706378, -3.158921], [0.327843, 6.033383, -2.989659], [0.473867, 6.599237, -1.699570], [0.913536, 5.833897, -0.584392], [1.104131, 4.461984, -0.773638], [1.005154, 3.920663, -2.016141], [1.006891, 6.422741, 0.729064], [0.893037, 7.574361, 0.749133], [1.332294, 5.714733, 1.660735], [0.561875, 4.253242, -4.139244], [0.151783, 6.559077, -3.916507], [0.358417, 7.671388, -1.639966], [1.447134, 4.009677, 0.145152], [1.245296, 2.871628, -2.106979], [-0.083576, -1.786000, 1.994296], [-0.337790, -0.330497, 2.385227], [0.537045, 0.524139, 1.597469], [1.768310, 0.777709, 1.929375], [2.527968, 0.216040, 2.637046], [2.046784, 1.948243, 1.386255], [3.247068, 2.600679, 1.513096], [-0.757648, -2.512669, 2.447805], [0.905103, -2.242252, 1.944880], [-0.469459, -1.932737, 0.985510], [-0.083351, -0.288227, 3.444271], [-1.377288, -0.078488, 2.175384], [4.081747, 1.953505, 1.243674], [3.406520, 3.076580, 2.480661], [3.301025, 3.488282, 0.882727], [3.905062, 0.775120, -1.922429], [4.144021, 2.692079, -2.500051], [5.258661, 0.097624, -0.711540], [3.725805, -0.296394, -3.659655], [2.937762, 0.700308, -1.425594]],
  "atomic_forces_ev_per_a": [[-1.6, 0.0, -2.0], [1.2, -0.6, 1.7], [-1.5, -2.1, 0.3], [2.5, -1.1, 2.0], [0.0, 2.0, 0.1], [0.5, 0.5, 0.7], [-1.9, 0.7, -2.8], [-0.3, -1.6, 0.9], [0.4, 1.6, -0.3], [-0.4, 0.4, -0.2], [0.1, -0.2, 0.0], [0.4, 0.3, 0.2], [0.0, 0.2, -0.3], [0.3, 0.0, -0.2], [-3.3, 2.1, -1.5], [1.9, 1.3, 1.3], [0.3, -1.9, 0.8], [-0.7, -0.1, -1.4], [-0.9, -1.1, -0.1], [2.2, 1.3, 0.7], [-1.3, 1.3, 0.8], [-0.5, 0.1, -0.6], [1.0, -2.7, 0.0], [0.2, -0.5, 0.3], [1.1, 0.2, 0.0], [0.3, 0.0, -0.3], [-0.2, 0.0, 0.0], [0.0, 0.0, -0.1], [1.9, -0.3, 0.3], [0.2, 0.0, -1.6], [0.6, 0.0, 0.2], [-1.5, -4.2, -0.1], [0.5, 3.3, 0.6], [-0.8, -1.3, -0.6], [0.4, 0.6, 1.5], [-0.3, 1.7, -0.6], [-0.7, -0.5, -0.7], [0.1, 0.3, 0.2], [-0.7, -0.3, 0.9], [-0.1, -0.1, -0.1], [-0.1, 0.8, 0.1], [0.6, 0.0, 0.0], [0.2, 0.2, 0.2], [1.2, -0.9, 1.0], [-0.9, -0.2, -0.9], [-0.8, 1.0, 1.4], [-0.9, -0.5, 0.2], [-0.4, 0.2, -1.8], [0.5, 2.6, -2.6], [1.1, -2.4, 2.1], [-0.4, -0.2, -0.4], [-0.2, -0.2, 0.3], [-0.1, 0.4, 0.4], [0.4, -0.3, -0.1], [0.2, 0.1, 0.1], [0.2, 0.4, 0.2], [1.5, -2.3, 2.1], [0.3, 0.1, 0.9], [0.6, 0.2, 0.1], [-1.9, -0.6, -3.4], [0.6, 1.6, 1.4], [-1.0, 0.1, -1.8], [1.4, -3.7, -0.9], [-0.8, 5.2, 1.0], [-0.3, -0.4, 0.5], [-0.2, -0.1, 0.0], [-0.3, 0.8, 0.4], [-0.1, 0.0, 0.4], [-0.2, -1.0, -0.3], [-0.1, 0.0, -0.3], [-1.3, -0.8, -1.5], [1.7, -2.1, 0.2], [-2.1, -0.2, -0.3], [0.0, 0.9, 0.6], [0.9, -1.6, 1.2], [-1.4, 1.7, -1.9], [1.9, 0.6, 0.4], [0.1, 0.3, 0.9], [0.2, 0.6, 0.6], [0.2, 0.3, -0.6], [-0.1, 0.8, 0.0], [0.3, 0.4, 0.0], [0.1, 0.0, 0.3], [-0.1, -0.6, 0.5], [-0.5, -0.3, -0.6], [0.0, 0.0, -1.3], [0.1, -1.4, 0.7], [-0.5, 0.4, -0.8], [0.2, 0.7, 1.6], [0.2, 0.0, -0.2]],
  "mulliken_spin": [0.1420, -0.0434, 0.1267, -0.0286, 0.1153, -0.0714, 0.2502, 0.2108, 0.2077, 0.0166, -0.0036, 0.0394, 0.0266, -0.0137, 0.0042, 0.0009, -0.0054, 0.0027, 0.0017, 0.0003, 0.0018, 0.0024, 0.0015, 0.0008, -0.0001, 0.0004, 0.0005, -0.0001, 0.0009, -0.0008, -0.0001, -0.0002, 0.0010, -0.0006, 0.0032, 0.0006, 0.0032, 0.0002, 0.0001, 0.0017, 0.0003, -0.0002, 0.0000, 0.0000, 0.0000, 0.0000, 0.0000, 0.0000, 0.0000, 0.0000, 0.0000, 0.0000, 0.0000, 0.0000, 0.0000, 0.0000, 0.0000, -0.0001, 0.0001, 0.0000, -0.0001, -0.0002, 0.0000, 0.0000, 0.0000, 0.0000, 0.0000, 0.0000, 0.0001, 0.0001, 0.0102, 0.0024, -0.0015, -0.0001, 0.0002, -0.0001, -0.0001, 0.0006, -0.0074, -0.0015, 0.0002, 0.0002, 0.0000, 0.0001, 0.0000, 0.0002, 0.0002, 0.0003, 0.0003, -0.0001],
  "de_lowest_ev": 0.278,
  "homo_ev": [-1.201, -4.730],
  "multiplicity": 2,
  "orbital_gap_ev": [1.82, 5.35],
  "total_charge": -1,
  "lumo_ev": [0.62, 0.62]
}

---

{
  "formula": "C35H34BrFIN5O14P2SZr",
  "method": "ωB97M-V/def2-TZVPD",
  "symbols": ["Zr", "O", "N", "N", "O", "C", "C", "C", "C", "C", "C", "H", "H", "H", "H", "H", "O", "P", "O", "O", "O", "P", "O", "O", "O", "H", "H", "C", "C", "N", "C", "C", "C", "O", "O", "C", "O", "C", "C", "C", "F", "C", "C", "C", "N", "C", "C", "N", "C", "C", "H", "H", "H", "H", "H", "H", "H", "H", "H", "H", "H", "H", "H", "H", "H", "H", "H", "H", "Br", "C", "C", "C", "C", "C", "C", "I", "H", "H", "H", "H", "O", "C", "O", "C", "C", "C", "C", "S", "C", "C", "H", "H", "H", "H", "H"],
  "positions_angstrom": [[1.615319, 0.238483, 0.574973], [3.608735, -0.197890, 1.415807], [3.537699, -0.421699, 2.670999], [2.457359, -1.021719, 2.975572], [1.619650, -1.378333, 2.012147], [2.120186, -1.302396, 4.335261], [0.868149, -1.837987, 4.586203], [0.510782, -2.108716, 5.899366], [1.393576, -1.842463, 6.934859], [2.645127, -1.304641, 6.657924], [3.021844, -1.029869, 5.354746], [0.202192, -2.033551, 3.758155], [-0.463511, -2.530796, 6.108707], [1.111195, -2.054578, 7.957506], [3.337692, -1.096911, 7.462812], [3.990064, -0.609143, 5.126916], [0.139260, -1.726066, -2.840348], [1.531280, -0.996540, -2.589318], [2.576624, -1.416880, -3.514979], [1.736651, -1.070514, -1.062348], [1.118664, 0.596301, -2.883727], [1.346491, 1.633205, -1.716143], [1.198826, 3.032183, -2.395072], [2.663286, 1.381088, -1.019954], [0.287607, 1.387817, -0.622993], [0.141409, -2.139256, -3.709922], [1.402415, 3.714715, -1.729519], [-3.602557, 5.353597, 1.049034], [-2.734764, 5.432353, 2.295449], [-1.931190, 4.216453, 2.480044], [-0.708101, 4.164401, 1.936105], [0.065444, 3.044425, 1.897706], [1.403318, 3.102997, 1.223312], [1.667630, 4.034285, 0.476422], [2.154472, 2.086965, 1.501566], [-0.444103, 1.812645, 2.385156], [0.125237, 0.704151, 2.201805], [-1.724553, 1.891709, 3.061488], [-2.284085, 0.734849, 3.620580], [-3.574177, 0.750044, 4.035811], [-4.132860, -0.389545, 4.486837], [-4.383768, 1.896855, 3.927268], [-3.799661, 3.054593, 3.486475], [-2.472810, 3.073110, 3.037845], [-5.810556, 1.878487, 3.978081], [-6.484400, 1.064450, 4.972387], [-7.969086, 1.395834, 4.946768], [-8.507613, 1.108018, 3.566296], [-7.770369, 1.902985, 2.512723], [-6.309247, 1.571874, 2.643018], [-4.210254, 6.255004, 0.967484], [-4.242574, 4.470669, 1.058913], [-2.978547, 5.269564, 0.158871], [-3.320836, 5.595099, 3.199588], [-2.030816, 6.259191, 2.225760], [-0.328478, 5.076419, 1.492136], [-1.714014, -0.184473, 3.617458], [-4.442165, 3.915145, 3.374570], [-6.087202, 1.268456, 5.965568], [-6.373074, -0.012708, 4.787336], [-8.146471, 2.452403, 5.136480], [-8.526801, 0.787902, 5.656094], [-9.508826, 1.288398, 3.516995], [-8.370565, 0.115775, 3.353986], [-7.978679, 2.953293, 2.716361], [-8.156414, 1.615176, 1.534516], [-5.724018, 2.114311, 1.906921], [-6.155612, 0.512715, 2.395439], [-3.683205, -4.051246, -0.502036], [-1.850682, -4.451835, -0.221600], [-1.461081, -5.780845, -0.301711], [-0.133560, -6.123227, -0.109329], [0.801585, -5.137071, 0.163486], [0.411246, -3.809428, 0.244523], [-0.920184, -3.454598, 0.053572], [-1.459509, -1.438938, 0.160934], [-2.201323, -6.538889, -0.518762], [0.166504, -7.160846, -0.177453], [1.842977, -5.394452, 0.307652], [1.145366, -3.047776, 0.447712], [-9.013269, -2.926054, -0.011831], [-8.977274, -1.569742, -0.018896], [-10.014204, -0.955848, 0.030471], [-7.639063, -0.938752, -0.048615], [-6.477671, -1.573024, 0.413569], [-5.277784, -0.898822, 0.465683], [-5.149201, 0.440965, 0.025488], [-3.712432, 1.332903, 0.330622], [-6.315693, 1.032145, -0.512957], [-7.527282, 0.372091, -0.520527], [-8.137282, -3.274868, -0.218680], [-6.513348, -2.586672, 0.803808], [-4.400484, -1.387674, 0.867523], [-6.248274, 2.050389, -0.879725], [-8.419605, 0.861744, -0.893015]],
  "atomic_forces_ev_per_a": [[0.5, 0.0, 0.8], [0.2, 0.5, 0.0], [0.0, -0.3, 0.0], [0.2, -0.1, -0.1], [-0.2, 0.0, 0.2], [-0.1, -0.1, 0.0], [0.0, 0.0, 0.0], [0.0, 0.0, 0.0], [0.0, 0.0, 0.0], [0.0, 0.0, 0.0], [0.0, 0.0, 0.0], [0.0, 0.0, 0.0], [0.0, 0.0, 0.0], [0.0, 0.0, 0.0], [0.0, 0.0, 0.0], [0.0, 0.0, 0.0], [0.0, 0.0, 0.1], [0.1, 0.1, 0.0], [0.0, -0.1, 0.1], [-0.3, -0.1, -0.2], [0.1, -0.1, 0.1], [0.0, 0.1, -0.1], [0.0, -0.1, 0.0], [0.0, 0.0, -0.2], [-0.1, 0.0, -0.2], [0.0, 0.0, -0.1], [0.0, 0.1, 0.1], [0.1, 0.0, 0.0], [0.0, 0.0, 0.0], [0.0, 0.0, -0.1], [0.0, 0.0, 0.1], [0.0, 0.0, 0.0], [-0.1, -0.1, 0.1], [0.1, 0.0, 0.0], [0.1, 0.1, -0.3], [0.1, 0.5, -0.1], [-0.4, -0.2, -0.1], [0.0, -0.2, 0.1], [0.1, 0.0, -0.1], [-0.2, 0.2, 0.0], [-0.1, -0.2, 0.1], [0.2, -0.2, 0.0], [0.0, 0.1, 0.0], [0.0, 0.0, 0.0], [0.0, 0.1, 0.2], [0.0, 0.0, -0.1], [0.0, 0.0, -0.1], [0.1, 0.0, 0.1], [-0.1, 0.1, 0.1], [-0.1, -0.1, -0.2], [0.0, 0.0, 0.0], [0.0, 0.0, 0.0], [0.0, 0.0, 0.0], [0.0, 0.0, 0.0], [0.0, 0.0, 0.0], [0.0, 0.0, 0.0], [0.0, 0.0, 0.0], [0.0, 0.0, 0.0], [0.0, 0.0, 0.0], [0.0, 0.0, 0.0], [0.0, 0.0, 0.0], [0.0, 0.0, 0.0], [0.0, 0.0, 0.0], [0.0, 0.0, -0.1], [0.0, 0.0, 0.0], [0.0, 0.0, 0.1], [0.0, 0.1, -0.1], [0.0, -0.1, 0.0], [0.0, 0.0, 0.0], [0.1, 0.1, 0.0], [-0.1, 0.0, 0.0], [0.0, 0.0, 0.0], [0.0, 0.0, 0.0], [0.0, -0.2, 0.0], [0.0, 0.0, -0.1], [-0.2, -0.1, 0.1], [0.0, 0.0, 0.0], [0.0, 0.0, 0.0], [0.0, 0.0, 0.0], [0.0, 0.0, 0.0], [0.0, 0.0, 0.0], [0.2, -0.1, 0.0], [-0.1, 0.1, 0.1], [-0.1, 0.0, 0.0], [0.0, 0.0, 0.1], [0.1, 0.0, -0.2], [0.0, -0.1, 0.3], [0.0, 0.2, -0.2], [0.0, 0.0, 0.0], [0.1, 0.0, -0.1], [0.0, 0.0, 0.0], [0.0, 0.0, 0.0], [0.0, 0.0, 0.0], [0.0, 0.0, 0.0], [0.0, 0.0, 0.0]],
  "lowdin_charge": [1.8491, -0.1992, 0.0396, -0.1936, -0.2714, -0.1611, -0.0069, -0.0710, -0.0863, -0.0755, -0.0104, 0.1125, 0.1056, 0.1022, 0.1060, 0.1127, -0.1344, 0.2670, -0.2372, -0.4568, -0.2091, 0.2231, -0.0424, -0.3156, -0.3984, 0.0902, 0.0869, -0.0586, -0.1785, -0.0126, 0.0533, -0.0265, -0.5947, 0.0619, -0.1572, -0.2688, -0.1674, -0.0710, 0.0747, -0.1954, 0.0732, -0.1647, 0.0452, -0.1404, -0.0762, -0.1530, -0.0863, 0.0710, -0.0657, -0.1633, 0.0801, 0.0482, 0.0874, 0.1140, 0.1230, 0.1541, 0.1278, 0.1212, 0.1440, 0.1266, 0.1358, 0.1338, 0.1816, 0.1818, 0.1408, 0.1182, 0.0863, 0.1293, 0.7376, -0.7239, -0.1435, -0.0856, -0.0702, -0.1391, -0.6757, 1.1772, 0.0956, 0.1046, 0.1092, 0.0628, 0.1042, -0.5052, 0.0810, -0.1834, -0.0633, -0.1758, -0.7612, 0.5494, -0.1329, -0.0638, 0.0963, 0.1051, 0.0222, 0.1006, 0.1196],
  "de_lowest_ev": 0.000,
  "homo_ev": -6.870,
  "multiplicity": 1,
  "orbital_gap_ev": 5.93,
  "lumo_ev": -0.94
}